Below is a structure of composition C24H42BCrN6O3 at a distorted geometry, with properties calculated with ωB97M-V/def2-TZVPD.

```
77
Properties=species:S:1:pos:R:3
Cr -0.03 0.14 -0.13
C -1.31 -0.03 3.13
O -0.43 0.43 2.09
C 0.13 1.73 2.34
C -0.73 2.76 1.62
O -1.15 2.14 0.40
C -2.55 1.85 0.36
C -2.86 1.26 -0.98
O -1.93 0.19 -1.19
C -2.10 -0.42 -2.48
H -0.72 -0.36 3.99
H -1.88 -0.87 2.75
H -1.99 0.76 3.45
H 1.13 1.73 1.92
H 0.18 1.94 3.41
H -0.15 3.65 1.38
H -1.60 3.06 2.21
H -3.12 2.77 0.50
H -2.81 1.15 1.16
H -2.75 2.00 -1.78
H -3.88 0.88 -0.99
H -3.11 -0.82 -2.56
H -1.39 -1.23 -2.57
H -1.93 0.31 -3.27
C -1.07 3.81 -3.45
C -0.22 3.29 -2.29
C 0.83 4.34 -1.88
C 0.49 2.02 -2.66
C 1.21 1.87 -3.84
C 1.80 0.62 -3.77
N 1.44 0.05 -2.62
N 0.64 0.89 -1.91
B 2.03 -1.18 -1.93
N 2.64 -0.69 -0.60
C 3.90 -0.90 -0.22
C 3.99 -0.71 1.15
C 2.70 -0.40 1.57
N 1.89 -0.35 0.48
C 2.24 -0.39 3.00
C 3.42 -0.36 3.98
C 1.40 -1.66 3.25
N 0.88 -2.13 -1.56
C 0.70 -3.41 -1.91
C -0.33 -3.93 -1.15
C -0.76 -2.90 -0.32
N -0.02 -1.80 -0.60
C -1.75 -2.99 0.81
C -3.13 -2.41 0.45
C -1.91 -4.45 1.25
H -1.63 4.69 -3.14
H -1.78 3.05 -3.80
H -0.44 4.09 -4.30
H -0.87 3.12 -1.44
H 1.50 4.55 -2.71
H 1.43 3.98 -1.04
H 0.34 5.27 -1.58
H 1.31 2.59 -4.63
H 2.44 0.10 -4.46
H 2.83 -1.72 -2.62
H 4.66 -1.17 -0.93
H 4.87 -0.80 1.76
H 1.62 0.49 3.21
H 4.03 -1.25 3.88
H 3.04 -0.33 5.00
H 4.05 0.52 3.83
H 2.03 -2.54 3.13
H 0.58 -1.73 2.54
H 1.01 -1.66 4.26
H 1.33 -3.88 -2.65
H -0.70 -4.94 -1.18
H -1.34 -2.43 1.65
H -3.51 -2.87 -0.46
H -3.08 -1.33 0.31
H -3.83 -2.62 1.25
H -2.43 -5.03 0.49
H -2.51 -4.49 2.16
H -0.95 -4.91 1.46
```

Results
⟨S²⟩: 0.76
Spin multiplicity: 2
Total charge: +2
Frontier orbital gap (spin up / spin down) (hartree): 0.243 / 0.264

The computed Mulliken charges, all in e, follow: -0.16, -1.22, 1.50, -1.31, -1.28, -0.24, -0.73, -1.14, 0.91, -0.99, 0.39, 0.11, 0.46, 0.53, 0.57, 0.47, 0.51, 0.64, 0.22, 0.39, 0.52, 0.35, 0.13, 0.30, -1.69, 1.85, -1.66, -0.20, -0.94, -0.62, -0.10, 1.09, -0.20, -0.48, -0.82, -0.87, -0.59, 1.60, 2.14, -2.10, -1.56, -0.04, -0.54, -0.91, -0.85, 1.15, 2.22, -1.20, -1.99, 0.40, 0.35, 0.46, -0.75, 0.41, 0.35, 0.44, 0.59, 0.55, -0.08, 0.53, 0.63, -0.36, 0.43, 0.46, 0.43, 0.45, 0.15, 0.39, 0.55, 0.61, -0.74, 0.39, -0.04, 0.48, 0.39, 0.46, 0.45